{"formula": "C3H10N2OS", "method": "ωB97M-V/def2-TZVPD", "molar_mass_da": 122.19, "de_lowest_kcal_mol": 93.1, "energy_ev": -19132.9914, "homo_energy_ev": -9.52, "lumo_ev": 0.48, "species": ["C", "C", "C", "N", "N", "O", "S", "H", "H", "H", "H", "H", "H", "H", "H", "H", "H"], "xyz": [[0.638, -0.616, -2.321], [1.650, 1.456, -2.049], [-3.053, -0.729, 2.972], [1.942, 0.565, 0.805], [0.889, 0.361, -1.544], [0.276, -1.266, 0.397], [0.479, 0.137, 0.634], [1.135, -0.537, -3.222], [-4.079, -0.458, 3.039], [0.106, -1.465, -1.811], [0.848, 2.042, -2.651], [2.113, 2.097, -1.184], [2.392, 1.112, -2.778], [-2.446, -0.740, 2.080], [-2.493, -0.201, 3.710], [-3.178, -1.746, 3.358], [2.782, -0.012, 0.564]]}


{"formula": "C3H10N2P2", "method": "ωB97M-V/def2-TZVPD", "molar_mass_da": 136.08, "de_lowest_kcal_mol": 78.5, "energy_ev": -24825.7829, "homo_energy_ev": [-7.63, -7.77], "smiles": "C/C=P(\\P)=N/NC", "lumo_ev": [-0.17, 0.38], "species": ["C", "C", "P", "P", "N", "N", "C", "H", "H", "H", "H", "H", "H", "H", "H", "H", "H"], "xyz": [[2.166, -0.572, 1.077], [0.954, -1.044, 0.262], [-0.684, -1.202, 0.620], [-0.682, -0.653, 2.751], [-1.134, 0.416, 0.076], [-1.707, 0.387, -1.075], [-1.195, 1.095, -2.249], [2.359, 0.497, 0.916], [3.038, -0.987, 0.693], [2.091, -0.854, 2.036], [1.203, -1.204, -0.761], [-0.639, -1.988, 3.082], [-2.146, -1.003, 2.939], [-2.136, -0.541, -1.306], [-1.501, 0.625, -3.143], [-1.257, 2.093, -2.149], [-0.003, 0.871, -2.219]]}


{"formula": "C3H10N2S", "method": "ωB97M-V/def2-TZVPD", "molar_mass_da": 106.19, "de_lowest_kcal_mol": 11.7, "energy_ev": -17088.0976, "homo_energy_ev": -8.48, "smiles": "[H]/N=C/N.CCS", "lumo_ev": 0.88, "species": ["H", "N", "C", "N", "H", "H", "H", "C", "C", "S", "H", "H", "H", "H", "H", "H"], "xyz": [[-1.333, -0.633, -2.380], [-0.558, -0.139, -1.941], [0.482, -0.715, -2.415], [1.771, -0.324, -2.209], [0.421, -1.649, -2.965], [1.912, 0.580, -1.783], [2.464, -0.584, -2.886], [-1.393, -0.040, 1.998], [-0.115, 0.744, 2.319], [0.686, 1.390, 0.799], [-1.262, -1.100, 2.214], [-1.715, 0.015, 0.961], [-2.231, 0.353, 2.577], [0.592, 0.123, 2.857], [-0.355, 1.659, 2.844], [0.632, 0.319, 0.010]]}


{"formula": "C3H10N2S", "method": "ωB97M-V/def2-TZVPD", "molar_mass_da": 106.19, "de_lowest_kcal_mol": 94.7, "energy_ev": -17084.4957, "homo_energy_ev": [-7.88, -7.11], "lumo_ev": [0.64, 0.34], "species": ["C", "C", "C", "N", "N", "S", "H", "H", "H", "H", "H", "H", "H", "H", "H", "H"], "xyz": [[-2.158, -0.584, 0.258], [-0.668, -0.894, 0.031], [2.806, 0.099, -1.103], [0.382, 1.113, 0.507], [0.004, 0.260, -0.477], [3.165, 0.248, 0.530], [-2.675, -1.459, 0.642], [-2.279, 0.231, 0.971], [-2.614, -0.285, -0.683], [-0.220, -1.242, 0.977], [-0.572, -1.683, -0.716], [2.599, 0.969, -1.696], [3.004, -0.840, -1.585], [-0.099, 1.045, 1.408], [0.475, 2.060, 0.154], [1.884, 0.839, 0.867]]}


{"formula": "C3H10N2S", "method": "ωB97M-V/def2-TZVPD", "molar_mass_da": 106.19, "de_lowest_kcal_mol": 8.3, "energy_ev": -17088.2451, "homo_energy_ev": -8.26, "smiles": "[H]/N=C/N.CSC", "lumo_ev": 0.97, "species": ["H", "N", "C", "N", "H", "H", "H", "C", "S", "C", "H", "H", "H", "H", "H", "H"], "xyz": [[-1.914, 0.079, 2.444], [-1.245, -0.582, 2.075], [-1.802, -1.443, 1.328], [-1.118, -2.388, 0.643], [-2.883, -1.392, 1.185], [-1.584, -3.254, 0.447], [-0.114, -2.380, 0.716], [0.026, 1.676, -0.377], [0.520, 0.473, -1.610], [2.278, 0.782, -1.634], [0.077, 2.678, -0.791], [0.719, 1.663, 0.467], [-0.973, 1.523, 0.001], [2.713, 0.198, -2.411], [2.551, 1.829, -1.808], [2.750, 0.539, -0.675]]}


{"formula": "C3H10N2S", "method": "ωB97M-V/def2-TZVPD", "molar_mass_da": 106.19, "de_lowest_kcal_mol": 32.8, "energy_ev": -17087.1830, "homo_energy_ev": -8.50, "smiles": "NC[C@@H](N)CS", "lumo_ev": 0.92, "species": ["N", "C", "C", "N", "C", "S", "H", "H", "H", "H", "H", "H", "H", "H", "H", "H"], "xyz": [[0.105, 2.067, 1.003], [-0.301, 1.354, -0.085], [0.089, -0.203, 0.017], [-1.038, -0.910, 0.668], [0.443, -0.789, -1.316], [1.392, -2.368, -1.081], [1.078, 1.964, 1.365], [-0.500, 2.193, 1.758], [-0.237, 1.803, -1.087], [-1.385, 1.351, 0.024], [0.962, -0.263, 0.759], [-0.802, -1.572, 1.433], [-1.825, -1.028, 0.011], [1.252, -0.143, -1.562], [-0.217, -0.832, -2.134], [0.984, -2.623, 0.228]]}


{"formula": "C3H10N3", "method": "ωB97M-V/def2-TZVPD", "charge": 1, "molar_mass_da": 88.13, "de_lowest_kcal_mol": 65.2, "energy_ev": -7735.4382, "homo_energy_ev": -14.60, "lumo_ev": -2.93, "species": ["C", "C", "C", "N", "N", "N", "H", "H", "H", "H", "H", "H", "H", "H", "H", "H"], "xyz": [[2.492, -0.142, -0.051], [-1.286, 0.912, -0.696], [-1.845, -0.892, 0.687], [3.448, 0.519, 0.506], [-0.932, -0.421, -0.341], [1.560, -0.703, -0.454], [-2.441, 1.036, -0.625], [-0.888, 1.630, 0.053], [-1.023, 1.325, -1.758], [-1.791, -0.094, 1.527], [-2.807, -0.752, 0.131], [-1.541, -1.903, 0.925], [3.643, 1.514, 0.484], [4.218, -0.161, 0.666], [-0.943, -1.282, -1.027], [0.136, -0.587, -0.029]]}


{"formula": "C3H10N3", "method": "ωB97M-V/def2-TZVPD", "charge": 1, "molar_mass_da": 88.13, "de_lowest_kcal_mol": 30.3, "energy_ev": -7736.9504, "homo_energy_ev": -12.13, "lumo_ev": -3.49, "species": ["N", "C", "N", "H", "H", "H", "H", "H", "C", "C", "N", "H", "H", "H", "H", "H"], "xyz": [[1.334, 0.130, 0.398], [1.736, -0.284, -0.775], [3.007, -0.392, -1.090], [2.003, 0.523, 1.050], [0.323, 0.267, 0.531], [0.972, -0.603, -1.468], [3.330, -0.661, -1.997], [3.682, -0.043, -0.441], [-1.541, 0.745, -0.453], [-2.160, -0.228, 0.247], [-2.574, -0.168, 1.558], [-1.481, 1.721, 0.018], [-1.435, 0.627, -1.520], [-2.380, -1.181, -0.222], [-2.260, 0.597, 2.133], [-2.555, -1.050, 2.031]]}


{"formula": "C3H10N3", "method": "ωB97M-V/def2-TZVPD", "charge": 1, "molar_mass_da": 88.13, "de_lowest_kcal_mol": 87.5, "energy_ev": -7734.4713, "homo_energy_ev": -12.26, "smiles": "N[C@@H]1C([NH3+])[C@H]1N", "lumo_ev": -3.40, "species": ["N", "C", "C", "N", "C", "N", "H", "H", "H", "H", "H", "H", "H", "H", "H", "H"], "xyz": [[-1.504, 1.045, 0.276], [-0.381, 0.772, -0.513], [0.053, -0.582, -0.430], [-1.074, -1.452, 0.162], [1.084, 0.242, 0.448], [2.422, 0.274, 0.111], [-2.273, 1.258, -0.296], [-1.341, 1.838, 0.913], [0.070, 1.446, -1.250], [0.597, -0.984, -1.260], [-0.798, -2.119, 0.920], [-1.614, -1.823, -0.652], [-1.814, -0.788, 0.580], [0.810, 0.261, 1.452], [3.120, 1.078, 0.065], [2.644, -0.464, -0.527]]}


{"formula": "C3H10N3", "method": "ωB97M-V/def2-TZVPD", "charge": 1, "molar_mass_da": 88.13, "de_lowest_kcal_mol": 100.0, "energy_ev": -7733.9290, "homo_energy_ev": -13.85, "lumo_ev": -3.62, "species": ["C", "C", "C", "N", "N", "N", "H", "H", "H", "H", "H", "H", "H", "H", "H", "H"], "xyz": [[-2.773, -0.952, -1.042], [-2.000, -0.011, -1.521], [-0.424, 0.377, -0.057], [-0.603, 1.237, 0.960], [0.760, -0.083, -0.415], [2.891, -0.292, 1.056], [-3.518, -1.274, -1.771], [-2.741, -1.457, -0.083], [-2.299, 0.703, -2.238], [-1.454, 1.718, 1.223], [0.121, 1.782, 1.271], [1.694, -0.031, 0.160], [1.010, -0.504, -1.330], [3.692, -0.249, 0.567], [2.733, -1.236, 1.368], [2.911, 0.272, 1.852]]}


{"formula": "C3H10N3", "method": "ωB97M-V/def2-TZVPD", "charge": 1, "molar_mass_da": 88.13, "de_lowest_kcal_mol": 77.4, "energy_ev": -7734.9102, "homo_energy_ev": -14.09, "smiles": "CC[NH2+]/N=C/N", "lumo_ev": -3.11, "species": ["C", "C", "N", "N", "C", "N", "H", "H", "H", "H", "H", "H", "H", "H", "H", "H"], "xyz": [[-0.973, -2.114, 1.405], [-0.606, -1.316, 0.189], [-0.096, 0.088, 0.442], [0.483, 0.835, -0.653], [0.850, 2.028, -0.839], [1.309, 2.388, -1.987], [-0.223, -2.362, 2.179], [-1.805, -1.719, 2.051], [-1.236, -3.137, 0.921], [-1.636, -1.265, -0.374], [0.085, -1.903, -0.476], [-0.900, 0.516, 0.897], [0.646, 0.125, 1.150], [0.786, 2.815, -0.123], [1.718, 3.308, -2.138], [1.599, 1.713, -2.644]]}


{"formula": "C3H10N3", "method": "ωB97M-V/def2-TZVPD", "charge": 1, "molar_mass_da": 88.13, "de_lowest_kcal_mol": 89.3, "energy_ev": -7734.3929, "homo_energy_ev": -12.99, "smiles": "CN1[C@H](N)[C@@H]1[NH3+]", "lumo_ev": -3.15, "species": ["C", "N", "C", "N", "C", "N", "H", "H", "H", "H", "H", "H", "H", "H", "H", "H"], "xyz": [[-1.294, -1.320, -1.008], [-0.445, -0.447, -0.316], [0.543, -0.797, 0.622], [0.480, -0.029, 1.834], [0.505, 0.366, -0.786], [0.409, 1.790, -0.172], [-0.741, -1.836, -1.865], [-1.754, -2.139, -0.416], [-2.108, -0.626, -1.488], [1.217, -1.621, 0.454], [1.336, -0.044, 2.472], [-0.336, 0.032, 2.354], [1.083, 0.252, -1.724], [-0.497, 2.310, -0.307], [1.025, 2.533, -0.521], [0.575, 1.577, 0.867]]}


{"formula": "C3H10N3", "method": "ωB97M-V/def2-TZVPD", "charge": 1, "molar_mass_da": 88.13, "de_lowest_kcal_mol": 20.7, "energy_ev": -7737.3657, "homo_energy_ev": -14.91, "smiles": "CCNC(N)=[NH2+]", "lumo_ev": -3.32, "species": ["C", "C", "N", "C", "N", "N", "H", "H", "H", "H", "H", "H", "H", "H", "H", "H"], "xyz": [[-1.834, -0.526, 0.347], [-1.265, 0.673, -0.383], [0.029, 0.315, -0.871], [1.112, 0.051, -0.082], [1.966, -0.871, -0.690], [1.293, 0.588, 1.122], [-2.742, -0.391, 0.846], [-1.226, -0.787, 1.256], [-2.033, -1.351, -0.364], [-1.951, 0.885, -1.212], [-1.138, 1.542, 0.202], [0.044, -0.240, -1.684], [2.765, -0.873, -0.091], [2.182, -0.601, -1.652], [0.716, 1.259, 1.523], [2.082, 0.327, 1.733]]}


{"formula": "C3H10N3O", "method": "ωB97M-V/def2-TZVPD", "charge": -1, "molar_mass_da": 104.13, "de_lowest_kcal_mol": 36.7, "energy_ev": -9790.2234, "homo_energy_ev": -2.89, "lumo_ev": 4.27, "species": ["N", "C", "N", "H", "H", "H", "H", "C", "O", "C", "N", "H", "H", "H", "H", "H", "H"], "xyz": [[3.413, -0.065, -1.488], [2.341, 0.099, -0.588], [1.294, 0.735, -0.991], [3.082, -0.115, -2.449], [4.146, -0.754, -1.326], [2.557, -0.262, 0.450], [0.601, 0.465, -0.176], [-1.170, 0.389, 1.103], [0.132, -0.076, 1.158], [-2.069, -0.585, 0.344], [-3.505, -0.223, 0.342], [-1.593, 0.602, 2.121], [-1.267, 1.384, 0.553], [-1.730, -0.697, -0.662], [-1.865, -1.555, 0.822], [-4.135, -0.914, -0.081], [-3.873, -0.094, 1.292]]}